60
Properties=species:S:1:pos:R:3:forces:R:3 method="wB97M-V/def2-TZVPD" orbital_gap_ev="7.4 / 7.5" largest_force_ev_per_a=3.8 s_squared=0.752 multiplicity=2
Ti 0.5071 -2.1391 -0.2709 0.888 0.868 0.042
O 3.6951 -1.6576 -2.2499 0.398 1.191 0.293
C 3.1267 -0.8702 -1.4954 0.096 -0.771 -1.024
O 2.1157 -1.2987 -0.8052 0.864 0.361 0.968
C 3.4675 0.6217 -1.3387 0.892 -0.326 -0.107
C 4.8104 1.0394 -1.5210 -0.736 -0.875 0.011
C 5.1843 2.3296 -1.2211 0.242 -0.575 -0.475
C 4.2192 3.2478 -0.8841 -0.330 1.604 0.514
C 2.8761 2.9112 -0.7712 0.340 -0.680 0.126
C 2.5017 1.5527 -0.9565 0.734 0.706 -0.245
P 0.8063 1.0019 -0.7725 -1.955 0.834 0.864
C -0.0884 1.8521 -2.0718 -0.150 0.135 -0.941
C 0.6010 2.3517 -3.1728 -1.751 0.128 -0.779
C -0.1156 2.7787 -4.2957 -0.523 -0.004 -0.455
C -1.5093 2.6928 -4.3175 0.193 0.225 0.612
C -2.2071 2.3036 -3.1667 -0.085 0.330 0.073
C -1.5016 1.8634 -2.0482 0.292 -0.203 -0.329
C 0.3138 2.0806 0.6211 -0.698 0.339 0.752
C 1.0195 1.7592 1.7843 0.220 0.578 0.423
C 0.6507 2.3266 3.0051 -0.237 -0.801 0.490
C -0.5156 3.1102 3.1121 1.282 -1.039 0.070
C -1.2178 3.4077 1.9748 -0.318 0.299 -0.646
C -0.7873 2.9770 0.7129 1.132 -0.906 0.712
H 5.5242 0.3138 -1.8927 0.011 -0.032 0.191
H 6.2238 2.6247 -1.2795 -0.020 0.007 -0.076
H 4.5620 4.2846 -0.6922 -0.488 -0.679 -0.071
H 2.1546 3.6734 -0.4534 0.176 -0.479 -0.273
H 1.6518 2.3640 -3.2136 1.157 0.045 0.112
H 0.3643 3.1886 -5.1951 0.085 -0.338 0.529
H -2.0706 2.9807 -5.1967 0.088 0.116 -0.024
H -3.3025 2.4472 -3.1418 0.675 -0.493 0.023
H -2.0106 1.4920 -1.1562 -0.031 0.078 -0.313
H 1.9096 1.1049 1.6937 -0.724 0.292 0.336
H 1.1530 1.9664 3.9204 -0.125 0.532 -0.541
H -0.8652 3.4006 4.0883 -0.074 0.167 0.112
H -2.1510 3.9472 2.1005 0.116 0.183 -0.357
H -1.2860 3.3052 -0.1739 -0.352 -0.001 -0.211
O -4.1414 -2.1131 -0.5880 0.683 1.476 1.099
As -2.7713 -1.4554 0.4423 1.461 -0.863 -1.271
O -3.1143 0.1345 0.6476 0.434 -1.142 0.073
O -1.2682 -1.8926 -0.5067 -3.706 0.639 0.660
C -2.6425 -2.7941 1.9820 -0.399 0.719 -0.584
C -3.9075 -3.3115 2.2506 0.148 0.054 -0.057
C -4.1000 -4.3076 3.2120 -0.381 0.478 -0.255
C -3.0119 -4.8011 3.8861 0.459 -0.292 0.248
C -1.7329 -4.3140 3.6280 0.276 0.356 -0.247
C -1.5386 -3.2694 2.7289 0.285 -0.291 -0.733
S 0.1981 -2.9085 2.3116 0.779 1.792 -2.244
O 1.1109 -3.2883 3.3531 -1.214 0.316 -0.310
O 0.4517 -3.6628 0.9947 -0.336 -0.677 1.557
O 0.2699 -1.4633 1.7622 -0.326 -2.090 1.679
H -4.7203 -1.3018 -0.6795 0.838 -1.129 0.054
H -4.7394 -2.9441 1.6551 0.025 -0.151 0.215
H -5.1084 -4.6698 3.4136 0.317 0.015 -0.076
H -3.1166 -5.6032 4.6034 -0.080 -0.009 0.021
H -0.8548 -4.7723 4.0712 -0.143 0.148 0.193
N 1.1654 -3.5075 -1.8986 0.187 -0.264 -0.516
H 0.9047 -4.4839 -1.7351 0.201 0.349 -0.156
H 2.2011 -3.4260 -2.0642 -1.314 0.079 0.098
H 0.6562 -3.1798 -2.7287 0.524 -0.327 0.168